Computed, not measured: C5H8N2 in the gas phase at a distorted geometry, with wB97M-V/def2-TZVPD.

Values from the calculation:
**SMILES string**: C1=N[C@H]2C[C@H](C2)N1
**Lowest unoccupied orbital energy**: 0.98 eV
**HOMO level**: -9.36 eV

Cartesian coordinates (Å):
C: 1.58898 0.38435 0.03462
N: 0.89600 1.47173 -0.04509
C: -0.56421 1.09533 -0.25062
C: -0.89439 0.26301 1.04586
C: -0.32526 -0.90939 0.14673
C: -0.64500 -0.20401 -1.00676
N: 1.11972 -1.03047 0.33034
H: 2.68612 0.61567 0.11648
H: -0.95815 2.12739 -0.41552
H: -1.96653 0.21854 1.62700
H: -0.26434 0.42735 1.85486
H: -0.89254 -1.77561 0.01964
H: 0.12531 -0.67208 -1.68675
H: -1.59103 -0.43766 -1.50983
H: 1.68532 -1.57416 -0.26094

Cartesian forces (eV/Å) of the 2 atoms listed first:
C 1.36 0.84 1.78
N -0.16 -3.26 -0.85

Atomic partial charges in e from the Löwdin method, atoms 1 to 6: atom 1 (C): -0.189, atom 2 (N): 0.064, atom 3 (C): -0.256, atom 4 (C): -0.052, atom 5 (C): -0.393, atom 6 (C): -0.191